(1)
Below is C13H23INPW as an isolated structure, with properties calculated with wB97M-V/def2-TZVPD.

Each line ends with the Mulliken charge.
Geometry (Å):
H1 -0.612 -0.145 -3.578  0.359
H2 0.260 1.533 1.002  -0.147
H3 -0.845 1.694 -1.186  -0.062
C1 -0.478 0.319 3.245  -1.088
H4 0.411 0.934 3.447  0.403
H5 -3.455 0.207 2.093  0.574
C2 -4.590 -0.492 -1.787  -0.623
P1 -1.184 0.782 1.659  0.565
C3 -4.283 -0.597 -0.440  -0.811
H6 -1.251 0.507 4.006  0.431
H7 0.847 4.586 -3.022  0.338
C4 -1.964 -0.077 -0.912  0.840
H8 -1.035 3.184 1.783  0.399
C5 0.988 3.601 -2.548  -0.774
H9 -1.570 3.942 -1.255  0.327
H10 -2.380 2.512 2.760  0.456
H11 -2.347 3.132 -2.638  0.316
I1 1.136 -1.812 -0.624  -0.081
H12 -3.834 -0.088 -3.769  0.476
H13 -5.607 -0.650 -2.124  0.429
H14 -5.057 -0.832 0.293  0.501
W1 0.099 0.490 -0.401  1.145
H15 -1.654 1.250 -3.978  0.482
H16 -0.211 -0.748 3.234  0.391
H17 0.676 1.072 -2.207  0.313
H18 1.374 3.787 -1.529  0.367
C6 -1.857 2.459 1.797  -1.262
C7 -1.447 3.679 -2.324  -0.771
H19 1.434 1.509 -0.863  0.077
H20 -1.380 4.621 -2.880  0.397
C8 -3.604 -0.165 -2.707  -1.008
H21 -2.544 2.660 0.964  0.359
C9 -2.674 -0.268 1.469  -1.235
C10 -2.988 -0.338 0.007  -0.067
C11 -0.345 1.534 -2.250  -0.475
H22 1.767 3.048 -3.095  0.371
N1 -0.258 2.900 -2.603  0.318
C12 -2.307 0.098 -2.261  0.324
H23 -2.430 -1.256 1.894  0.497
C13 -1.241 0.659 -3.137  -1.048

The LUMO energy (spin up / spin down) comes out at -8.1 / -10.6 eV. The energy relative to the best compared isomer or geometry (same formula, charge and spin) comes out at 0.000 eV. For the orbital gap (spin up / spin down), the calculation gives 6.75 / 4.75 eV. The spin multiplicity is 3. The total charge is +2.


(2)
Below is a 9-piece molecular cluster, C31H87N7O9 overall, with properties calculated with wB97M-V/def2-TZVPD.

Each line ends with the Mulliken charge.
Geometry (Å):
C1 -2.371 -6.321 3.895  -1.054
H1 -4.948 6.411 -3.022  0.296
H2 0.289 2.429 3.726  0.423
H3 -1.371 -3.029 0.791  0.100
H4 3.722 -0.120 2.303  0.473
O1 1.165 -1.331 -5.249  -0.433
H5 -0.394 3.355 0.068  0.211
O2 4.715 -3.815 3.277  -0.252
H6 4.807 3.671 5.179  0.289
H7 -2.327 6.878 -1.256  0.255
C2 4.707 -3.471 1.919  -0.460
H8 4.071 -1.189 3.648  0.387
C3 -2.950 2.197 -5.505  0.016
H9 0.900 -1.821 5.969  0.242
H10 -3.807 2.961 -1.763  -0.014
C4 -0.309 4.197 -0.629  -1.610
C5 2.277 -0.597 -4.822  -0.684
H11 -1.772 8.180 -2.311  0.384
O3 0.711 -4.415 6.771  -0.588
H12 -0.637 -3.145 -6.448  0.347
H13 -0.918 -2.432 -1.369  0.275
H14 -2.282 -7.398 4.022  0.346
C6 0.454 -0.957 0.793  -0.516
C7 -4.519 3.761 -1.979  -0.578
H15 -3.501 8.049 -1.748  0.363
H16 6.673 -3.156 3.471  0.324
H17 2.278 -0.331 -3.757  0.162
H18 -0.727 -2.298 5.756  0.416
H19 -5.034 3.540 -2.915  0.311
H20 3.796 3.553 -2.874  0.300
H21 2.068 0.701 5.429  0.169
H22 -1.512 -6.920 1.309  0.411
H23 0.834 1.930 -1.671  -0.320
C8 1.145 1.758 3.782  -0.660
C9 6.017 -3.921 3.881  -0.715
C10 -1.299 -1.475 -5.342  0.395
N1 -0.039 1.107 5.743  -0.807
O4 -2.195 -1.105 -1.896  -0.392
H24 2.813 -1.471 2.361  0.038
H25 -0.095 -4.518 4.904  -0.539
H26 -0.129 -0.846 -1.683  -0.025
H27 -0.127 0.055 -4.346  0.294
H28 -3.520 0.016 -0.907  0.393
O5 -0.905 -5.010 1.529  -0.207
H29 0.594 -0.543 1.790  -0.474
H30 -0.307 0.333 5.143  0.248
H31 -4.085 8.298 -4.060  0.308
H32 1.465 2.568 7.124  0.332
H33 -3.948 -7.636 2.240  0.273
O6 -3.757 4.956 -2.114  -0.382
H34 3.186 -1.172 -4.988  0.335
H35 0.253 -2.188 4.294  0.172
H36 -3.054 1.118 -5.363  0.057
H37 -1.412 2.752 -6.542  0.271
H38 3.467 1.881 -2.433  0.226
O7 2.269 3.411 -1.506  -0.361
H39 -1.958 6.360 -3.721  0.030
C11 -1.976 -5.932 1.410  -0.870
N2 -1.704 -2.101 1.046  -0.546
C12 -2.914 6.772 -3.385  0.792
C13 3.724 3.657 5.036  -0.656
H40 1.556 -4.153 4.872  0.189
N3 -1.234 3.261 -2.753  0.215
H41 -2.018 0.901 -1.391  0.035
H42 1.478 2.617 -3.204  0.489
H43 -4.334 5.161 -4.075  0.365
C14 1.133 2.845 -2.194  0.057
N4 -3.242 7.813 -4.369  -0.793
H44 1.383 3.630 5.771  0.319
N5 -4.131 -6.639 2.269  -0.782
H45 -1.096 3.345 -3.754  0.166
O8 3.230 2.791 6.014  -0.376
C15 -2.608 7.519 -2.090  -1.335
H46 -3.177 0.721 -2.556  0.133
H47 -1.275 4.696 -0.543  0.364
C16 3.472 2.905 -2.052  -0.715
H48 0.182 0.729 6.665  0.353
O9 -1.574 2.548 -5.614  -0.565
H49 2.029 2.082 3.238  0.353
H50 -5.196 3.768 -1.124  0.330
H51 3.430 4.713 5.026  0.310
H52 -2.097 -1.156 -4.666  0.245
N6 -1.385 -0.821 -6.671  -0.715
H53 3.963 -1.651 -0.075  0.188
C17 -0.043 -4.982 0.392  -0.909
H54 4.259 2.951 -1.300  0.287
C18 1.322 1.495 5.295  0.969
H55 -1.016 -3.653 -4.773  0.317
H56 0.547 4.766 -0.272  0.433
C19 -4.062 5.781 -3.210  -0.656
H57 0.136 4.745 -2.637  0.255
H58 2.339 0.369 -5.336  0.285
H59 1.121 -1.819 0.728  -0.065
C20 -0.046 3.811 -2.086  0.491
N7 4.873 -1.461 0.341  -0.646
H60 5.841 -3.811 4.948  0.214
H61 5.592 -1.873 -0.237  0.271
H62 -3.008 -5.950 4.706  0.410
C21 -1.294 -2.992 -5.591  -1.568
H63 3.724 -3.761 1.528  0.005
C22 4.830 -1.950 1.712  0.627
H64 -1.411 -5.853 4.140  -0.184
H65 -1.554 -0.106 0.335  0.642
C23 3.844 -1.171 2.588  -1.207
H66 0.949 -0.256 0.105  0.179
H67 -0.493 -1.140 -7.055  0.406
H68 -3.564 7.430 -5.256  0.243
C24 1.814 2.673 6.091  -0.734
H69 -2.293 -3.282 -5.922  0.379
H70 -3.330 -4.773 2.666  0.276
C25 -2.781 0.173 -1.698  -0.440
H71 6.337 -4.949 3.702  0.274
H72 -1.173 0.149 -6.423  0.230
H73 0.824 -4.341 0.517  0.153
C26 -2.972 -5.794 2.552  0.548
H74 -0.106 -1.460 -3.598  -0.222
C27 -0.971 -1.355 -1.197  -0.803
C28 -0.980 -1.032 0.325  1.019
H75 -1.987 3.872 -2.446  -0.396
H76 3.600 3.315 4.003  0.230
H77 5.824 -1.651 2.074  0.135
H78 0.906 0.799 3.317  -0.668
H79 -2.524 -5.691 0.490  0.338
H80 -3.364 2.717 -4.640  -0.253
H81 5.400 -4.026 1.275  0.357
H82 0.363 -6.002 0.369  0.411
H83 1.023 -5.319 6.800  0.315
C29 -0.029 -1.011 -4.604  0.309
H84 -4.697 -6.572 3.112  0.283
C30 0.274 -2.464 5.347  -0.863
H85 -2.584 -2.024 0.525  0.410
H86 -0.551 -4.805 -0.559  0.360
H87 -3.644 2.389 -6.328  0.450
C31 0.651 -3.922 5.451  0.756

The LUMO energy comes out at 0.4 eV. The energy relative to the best compared isomer or geometry (same formula, charge and spin) comes out at 3.506 eV. For the orbital gap, the calculation gives 9.37 eV. The spin multiplicity is 1. The total charge is 0.


(3)
Below is C41H42CoFN2P2Si as an isolated structure, with properties calculated with wB97M-V/def2-TZVPD.

Each line ends with the Mulliken charge.
Geometry (Å):
H1 -3.126 -3.351 -3.283  0.482
H2 -2.211 -5.152 -0.310  0.409
C1 -1.909 -3.336 3.065  -0.844
H3 -3.110 2.446 -5.834  0.404
C2 -1.625 0.709 -3.340  0.094
C3 -3.397 4.415 2.868  -0.778
Si1 -1.387 -3.200 -1.550  0.130
H4 4.543 4.670 -1.574  0.418
H5 -2.856 0.132 -5.002  0.467
F1 2.403 -0.928 -1.483  0.272
H6 -2.171 1.750 -0.142  0.815
H7 -0.589 -4.691 0.229  0.273
H8 0.033 3.018 3.910  0.498
C4 -1.948 -0.549 3.009  -0.704
N1 -0.857 2.097 1.491  1.252
C5 1.338 -2.882 -2.213  0.404
C6 -1.494 3.000 2.368  0.526
C7 -1.615 4.247 4.439  -0.813
H9 -1.988 -1.075 -0.321  -0.510
C8 4.364 -0.754 2.256  -0.886
C9 3.145 -0.532 1.631  -0.354
C10 -2.737 3.540 2.017  -0.255
H10 -1.974 0.533 2.992  0.052
H11 4.167 2.788 -3.136  0.462
H12 -3.742 -3.179 4.173  0.398
C11 1.993 -1.395 3.566  -0.589
H13 5.286 -0.502 1.746  0.462
H14 2.145 1.393 -2.925  0.476
H15 -3.773 -0.709 4.122  0.447
H16 -3.216 3.263 1.088  0.437
N2 0.185 -2.394 -1.611  0.665
C12 -1.013 1.764 -2.665  0.202
P1 -0.090 1.425 -1.146  1.879
H17 -3.364 5.460 4.748  0.407
H18 -0.086 -3.183 1.947  0.705
H19 -3.378 -1.753 -1.146  0.474
C13 2.722 4.339 -0.493  -0.762
H20 1.262 1.784 1.560  0.171
Co1 0.242 -0.750 -0.733  0.311
C14 -2.036 -3.440 -3.274  -1.343
C15 -2.965 -1.251 3.646  -0.653
H21 2.880 5.169 0.185  0.473
H22 4.699 -3.991 -3.853  0.412
C16 2.309 2.216 -2.237  -0.743
H23 5.350 -1.484 4.016  0.405
H24 0.849 3.798 0.396  0.353
H25 2.694 -5.435 -4.009  0.427
C17 -1.148 3.066 -3.146  -0.622
H26 -1.156 4.519 5.382  0.404
H27 0.574 -4.740 -2.972  0.204
H28 -0.799 -5.596 -1.278  0.401
C18 -2.524 2.252 -4.945  -0.564
C19 1.367 2.493 -1.243  0.570
C20 1.577 3.559 -0.372  -0.311
H29 0.374 1.390 3.014  0.897
C21 2.640 -4.491 -3.483  -1.047
C22 3.702 -2.466 -2.720  -1.114
C23 -1.204 2.212 0.082  -2.569
H30 -2.798 -2.470 0.370  0.221
C24 -2.383 0.953 -4.478  -0.671
H31 -1.892 -4.418 3.091  0.435
C25 4.399 -1.304 3.531  -0.589
C26 -0.897 -2.641 2.424  -0.470
C27 3.445 3.000 -2.358  -0.748
C28 1.954 -0.850 2.285  0.369
C29 -0.938 3.374 3.595  -0.345
H32 -1.781 -4.427 -3.672  0.365
C30 -2.947 -2.638 3.674  -0.592
C31 3.654 4.059 -1.481  -0.645
C32 -1.228 -4.810 -0.650  -1.156
H33 3.242 -2.052 5.177  0.440
C33 -0.908 -1.244 2.400  0.371
H34 -1.298 3.265 -0.200  1.095
C34 0.315 1.374 1.930  -2.252
H35 3.122 -0.109 0.633  0.372
P2 0.395 -0.413 1.472  2.295
H36 -1.497 -0.307 -2.980  -0.191
C35 3.216 -1.624 4.183  -0.736
H37 -0.653 3.889 -2.641  0.409
C36 -1.905 3.307 -4.282  -0.789
C37 3.768 -3.681 -3.397  -0.521
C38 2.503 -2.117 -2.158  0.481
H38 -4.361 4.810 2.568  0.401
H39 -1.627 -2.688 -3.957  0.327
C39 -2.482 -2.024 -0.579  -0.277
C40 -2.847 4.777 4.087  -0.588
H40 -2.008 4.318 -4.656  0.425
H41 1.074 -1.645 4.084  0.410
H42 4.557 -1.809 -2.626  0.488
C41 1.447 -4.101 -2.899  -0.411

The LUMO energy (spin up / spin down) comes out at -3.9 / -2.2 eV. For the orbital gap (spin up / spin down), the calculation gives 6.40 / 8.10 eV. The spin multiplicity is 2. The total charge is +1.


(4)
Below is one molecule with the formula C2H3ClN2, with properties calculated with wB97M-V/def2-TZVPD.

Each line ends with the Mulliken charge.
Geometry (Å):
C1 -0.021 0.248 -0.685  -0.126
Cl1 -2.568 1.016 0.052  -0.142
H1 2.068 -0.506 1.011  0.210
C2 -1.079 0.464 0.464  -0.372
H2 -0.829 -0.001 1.300  0.436
H3 -0.177 0.459 -1.699  0.352
N1 0.874 -0.629 -0.579  0.169
N2 1.733 -1.051 0.137  -0.527

The LUMO energy (spin up / spin down) comes out at -0.4 / -0.3 eV. The energy relative to the best compared isomer or geometry (same formula, charge and spin) comes out at 4.946 eV. For the orbital gap (spin up / spin down), the calculation gives 7.62 / 7.69 eV. The spin multiplicity is 1. The total charge is 0.


| no. | F_max (Eh/bohr) |
| --- | --- |
| 1 | 0.1179 |
| 2 | 0.0570 |
| 3 | 0.0110 |
| 4 | 0.1801 |